# 1
66
Properties=species:S:1:pos:R:3:mulliken_charge:R:1 method="wB97M-V/def2-TZVPD" total_charge=0 e_tot_ha=-2509.10566 mol_weight_g_mol=684.474 largest_force_ev_per_a=0.8 lumo_energy_ev="-0.06 / -3.73" orbital_gap_ha="0.275 / 0.156" spin_multiplicity=5 de_lowest_kj_mol=0.0
Rh 0.58567 0.05286 0.52450 0.095
C -1.04627 -0.87113 -2.56637 -1.484
C 0.46046 -0.69175 -2.48658 -0.631
N 0.88027 0.51470 -1.73662 1.766
C 0.22442 1.71165 -2.29699 -0.501
C 0.69420 3.02315 -1.69373 -1.719
C 2.34826 0.65572 -1.79472 -1.347
C 3.08136 -0.38750 -0.97334 -0.744
N 2.55838 -0.35997 0.38107 -0.064
C 3.21322 -1.03250 1.38007 0.110
C 2.81833 -0.82713 2.71432 0.231
F 1.79859 0.03071 2.97640 -0.249
C 3.40725 -1.45959 3.78573 -0.072
F 2.95250 -1.18176 5.01806 -0.320
C 4.44164 -2.35478 3.61742 -0.449
C 4.84613 -2.58422 2.31767 -0.021
F 5.83752 -3.45513 2.07965 -0.313
C 4.26297 -1.95875 1.23449 0.868
F 4.72796 -2.28629 0.01512 -0.332
H -1.27300 -1.89922 -2.85081 0.369
H -1.50662 -0.21585 -3.30553 0.380
H -1.52042 -0.68390 -1.60106 0.202
H 0.87902 -0.63388 -3.50221 0.413
H 0.90930 -1.55540 -1.99742 0.227
H -0.84679 1.59624 -2.13550 0.433
H 0.37569 1.72936 -3.38756 0.334
H 0.83573 2.93812 -0.61505 0.330
H -0.05675 3.79381 -1.87107 0.302
H 1.63129 3.37211 -2.12677 0.476
H 2.59983 1.63251 -1.38445 0.483
H 2.68547 0.62957 -2.83993 0.262
H 4.14568 -0.13469 -1.00702 0.550
H 2.98010 -1.37898 -1.42242 0.439
H 4.90473 -2.85422 4.45439 0.499
O -2.19722 -0.75241 1.17970 -0.750
C -1.63015 -1.79434 0.86154 -0.182
N -0.33116 -1.84093 0.46975 0.441
C 0.00971 -3.12800 0.09328 -0.153
O 1.06940 -3.47390 -0.37811 -0.658
C -1.20152 -3.99237 0.32548 0.106
C -1.40015 -5.34196 0.13397 -0.472
C -2.66126 -5.84864 0.44449 -0.469
C -3.67306 -5.02264 0.92196 -0.528
C -3.46144 -3.65732 1.10699 -0.313
C -2.20904 -3.16969 0.80011 0.341
H -0.60597 -5.97543 -0.23830 0.509
H -2.86064 -6.90430 0.31227 0.403
H -4.64076 -5.44913 1.15250 0.400
H -4.24431 -3.00706 1.47415 0.494
N -0.61167 1.62881 1.73560 -0.282
C -1.29233 2.67806 1.07318 0.581
C -0.92957 4.00572 1.29476 -0.812
C -1.54899 5.01420 0.58708 -0.695
C -2.53476 4.69702 -0.34152 0.254
C -2.91611 3.37760 -0.54679 -0.610
C -2.29778 2.36495 0.16168 -0.230
S -3.30027 5.96359 -1.26039 1.368
O -4.05325 5.36607 -2.31012 -0.587
O -2.25512 6.94040 -1.65496 -0.445
O -4.03128 6.86586 -0.34352 -0.442
H -0.09393 1.93996 2.54851 0.164
H -1.24873 0.87157 1.99322 0.264
H -0.15142 4.23907 2.01162 0.368
H -1.26463 6.04713 0.74112 0.401
H -3.68924 3.15417 -1.26958 0.507
H -2.57944 1.33009 0.01658 0.505

=====

# 2
59
Properties=species:S:1:pos:R:3:mulliken_charge:R:1 method="wB97M-V/def2-TZVPD" total_charge=0 e_tot_ha=-2487.24336 mol_weight_g_mol=682.831 largest_force_ev_per_a=3.5 lumo_energy_ev=-1.09 orbital_gap_ha=0.244 de_lowest_kj_mol=49.6
Ir -1.07077 -0.84190 -1.24818 0.934
S -1.88987 0.67130 -3.00278 -0.380
C -0.24177 0.82370 -3.49858 0.989
S 0.90943 0.02090 -2.48058 -0.507
C 0.13433 1.49370 -4.64208 0.268
C 1.49213 1.67240 -4.94478 -0.118
N 2.61203 1.82450 -5.15028 -0.520
C -0.83097 1.97440 -5.54078 -0.219
N -1.63137 2.31850 -6.28948 -0.496
C -1.52617 -3.84660 -0.20908 -0.969
C -1.26807 -4.06890 -1.68958 -0.203
O -1.66537 -2.87930 -2.36328 -0.447
C -1.79347 -2.98610 -3.77618 -0.458
C -0.46397 -2.98440 -4.52388 -0.949
H -1.14947 -4.66970 0.38942 0.410
H -2.59277 -3.72760 -0.03788 0.281
H -1.02437 -2.92180 0.10882 0.059
H -1.86037 -4.91060 -2.07588 0.379
H -0.20457 -4.27280 -1.87328 0.272
H -2.38777 -2.11680 -4.07428 0.299
H -2.35717 -3.89990 -4.00718 0.429
H 0.17853 -2.18780 -4.14998 0.156
H -0.65277 -2.79990 -5.57918 0.387
H 0.05963 -3.93280 -4.41758 0.349
N -0.97027 -0.29740 0.63092 -0.446
P -0.04007 0.57860 1.53912 1.634
C 0.98923 1.77950 0.62862 0.283
C 0.26743 2.66010 -0.17078 -0.548
C 0.93363 3.56340 -0.97488 -0.706
C 2.32013 3.57550 -0.99648 -0.498
C 3.03493 2.69400 -0.20348 -0.701
C 2.37573 1.79650 0.61912 -0.115
C -1.01537 1.60280 2.67422 -0.180
C -2.38407 1.37990 2.69852 -0.499
C -3.19027 2.13720 3.52892 -0.613
C -2.62267 3.11530 4.33132 -0.399
C -1.25617 3.35250 4.28832 -0.746
C -0.44667 2.59950 3.45672 -0.142
C 1.07863 -0.46480 2.52832 0.238
C 1.94963 -1.28920 1.82192 -0.420
C 2.77763 -2.16040 2.50442 -0.786
C 2.72193 -2.22820 3.88772 -0.502
C 1.83763 -1.42480 4.58702 -0.688
C 1.01023 -0.54460 3.91172 -0.444
H -0.81547 2.61610 -0.15268 0.409
H 0.36953 4.24560 -1.59148 0.445
H 2.84343 4.27500 -1.63068 0.407
H 4.11303 2.69550 -0.22838 0.433
H 2.93473 1.12240 1.25342 0.449
H -2.78817 0.61800 2.04582 0.409
H -4.25747 1.96580 3.54992 0.406
H -3.24797 3.70230 4.98942 0.394
H -0.82547 4.12810 4.90562 0.403
H 0.61703 2.78580 3.40482 0.426
H 1.96283 -1.23370 0.73992 0.523
H 3.47203 -2.78610 1.96432 0.433
H 3.36433 -2.91270 4.42082 0.391
H 1.79653 -1.48200 5.66302 0.417
H 0.31473 0.08180 4.45112 0.386

=====

# 3
63
Properties=species:S:1:pos:R:3:mulliken_charge:R:1 method="wB97M-V/def2-TZVPD" total_charge=-2 e_tot_ha=-2364.07111 mol_weight_g_mol=540.600 largest_force_ev_per_a=1.7 lumo_energy_ev=4.50 orbital_gap_ha=0.209 de_lowest_kj_mol=86.5
Li 0.14739 2.65910 -1.10046 0.542
C -1.56965 -2.18047 4.39774 -1.550
C -1.34447 -1.75443 2.97302 0.692
C -0.60876 -2.54199 2.09173 -1.187
C -0.39569 -2.14083 0.79829 0.149
C -0.91358 -0.92885 0.26779 0.161
N -0.68074 -0.51208 -0.97799 -0.376
C -0.46148 -1.34019 -1.99397 0.167
C -1.04183 -2.63733 -2.10470 -0.527
C -0.75074 -3.49358 -3.13559 -0.804
C 0.14165 -3.12813 -4.14210 0.582
C 0.52020 -4.09132 -5.23363 -1.564
C 0.63398 -1.82831 -4.12074 -0.219
C 0.32357 -0.93191 -3.11062 -0.144
N 0.82446 0.38181 -3.23167 0.881
C 2.06264 0.70640 -3.66486 -0.382
C 2.08505 2.06213 -3.88328 -0.753
C 0.79264 2.48314 -3.55406 -0.195
N 0.04487 1.46323 -3.16712 -1.024
C -1.62488 -0.11934 1.19549 -0.139
C -1.81614 -0.53619 2.50431 -0.174
N -2.20275 1.10088 0.79222 0.140
C -3.43220 1.52589 1.15497 -0.275
C -3.65066 2.73379 0.52795 -1.109
C -2.47760 2.96359 -0.19742 -0.348
N -1.62324 1.97204 -0.02471 -0.021
H -1.47335 -3.26175 4.50401 0.371
H -2.55810 -1.88196 4.74852 0.358
H -0.83136 -1.71083 5.05014 0.188
H -0.20001 -3.48729 2.43747 0.283
H 0.20332 -2.75513 0.14043 0.498
H -1.73464 -2.94887 -1.33252 0.408
H -1.20871 -4.47829 -3.15871 0.336
H 0.55351 -5.11271 -4.85152 0.373
H 1.49579 -3.83700 -5.64614 0.345
H -0.20393 -4.06906 -6.05288 0.273
H 1.28365 -1.49875 -4.92444 0.459
H 2.84908 -0.01932 -3.73572 0.484
H 2.90995 2.66747 -4.20415 0.412
H 0.38936 3.47495 -3.58873 0.560
H -2.33828 0.11298 3.19673 0.436
H -4.06434 0.95620 1.80956 0.442
H -4.52243 3.35745 0.58562 0.382
H -2.19859 3.80262 -0.79895 0.570
N 1.36997 0.87107 1.15479 0.132
C 1.46557 0.57091 2.46853 0.115
C 1.99200 -0.65137 2.91559 -0.283
C 2.00186 -0.97314 4.25473 -0.548
C 1.50670 -0.08704 5.19893 -0.582
C 1.00092 1.13507 4.77380 -0.499
C 0.97491 1.46243 3.43663 -0.418
H 1.44110 1.84452 0.85041 -0.205
H 1.81494 0.24781 0.50230 0.099
H 2.37951 -1.34889 2.18532 0.348
H 2.41377 -1.92639 4.56567 0.365
H 1.51806 -0.34594 6.24976 0.377
H 0.61109 1.83434 5.50272 0.353
H 0.56875 2.40790 3.10563 0.497
O 1.45239 5.66587 0.33629 -0.713
S 1.46987 4.87413 -0.89584 1.183
O 2.03793 5.60204 -2.03538 -0.675
O 0.08874 4.39344 -1.21443 -0.703
S 2.55896 3.22550 -0.59472 -0.544

=====

# 4
60
Properties=species:S:1:pos:R:3:mulliken_charge:R:1 method="wB97M-V/def2-TZVPD" total_charge=-1 e_tot_ha=-2287.77980 mol_weight_g_mol=509.629 largest_force_ev_per_a=4.2 lumo_energy_ev=1.84 orbital_gap_ha=0.170
C -0.68997 0.54837 -3.05399 -0.706
C -0.84345 1.33924 -1.80986 0.417
N -0.15197 2.45938 -1.56914 -0.880
C -0.57152 2.87015 -0.33027 0.550
C -0.07950 4.07459 0.37179 -1.091
C -1.50672 1.97471 0.12575 -0.504
N -1.67935 1.00708 -0.81609 -0.260
H -1.32650 -0.33570 -3.03511 -0.085
H -0.96114 1.14637 -3.92345 0.252
H 0.34305 0.22292 -3.17411 0.272
H -0.54948 4.18080 1.34956 0.270
H 0.99890 4.01590 0.51769 0.234
H -0.29592 4.97097 -0.20923 0.228
H -2.02636 2.01166 1.07165 0.361
C -8.14507 2.48313 2.59230 -0.797
O -8.85849 1.28078 2.44169 -0.477
C -8.22957 0.31396 1.65305 1.028
C -8.83712 -0.94280 1.57516 -0.642
C -8.28338 -1.95967 0.83759 -0.510
C -7.08762 -1.77118 0.14552 -0.325
C -6.44401 -2.87925 -0.58366 -0.121
C -5.20630 -3.30847 -0.39979 -0.475
S -4.63054 -4.64352 -1.43906 1.363
C -4.76616 -3.96447 -3.09509 0.076
C -5.87263 -4.26278 -3.85146 -0.037
C -5.97356 -3.78584 -5.14131 -0.793
C -4.95725 -3.01580 -5.66623 -0.348
C -3.85435 -2.70304 -4.89962 -0.686
C -3.76164 -3.17807 -3.60752 -0.267
O -3.15235 -4.87256 -1.23374 -0.618
O -5.66178 -5.73991 -1.28861 -0.717
S -4.14648 -2.58466 0.85468 1.443
C -2.99707 -3.86226 1.36424 -0.364
C -1.65177 -3.67135 1.16435 -0.165
C -0.75799 -4.65626 1.53095 -0.721
C -1.22277 -5.82448 2.09728 -0.343
C -2.57340 -6.01014 2.30386 -0.780
C -3.46289 -5.02192 1.93775 -0.126
O -3.43940 -1.45484 0.14348 -0.433
O -4.98937 -2.31255 2.08076 -0.668
C -6.48877 -0.51234 0.20404 -0.743
C -7.04348 0.50746 0.93665 -0.383
H -8.70149 3.14415 3.25792 0.226
H -7.17027 2.27768 3.03505 0.353
H -8.03762 2.97127 1.62410 0.317
H -9.75053 -1.09330 2.12539 0.400
H -8.75340 -2.92784 0.81284 0.452
H -7.03600 -3.38452 -1.33026 0.543
H -6.63920 -4.89112 -3.42985 0.452
H -6.83353 -4.03113 -5.74169 0.387
H -5.01876 -2.67117 -6.68444 0.385
H -3.05913 -2.10807 -5.31684 0.425
H -2.90070 -2.96120 -2.99747 0.421
H -1.31775 -2.75821 0.69939 0.535
H 0.29760 -4.51768 1.36644 0.413
H -0.52779 -6.59902 2.37460 0.381
H -2.93249 -6.92743 2.74070 0.384
H -4.52237 -5.15411 2.08158 0.447
H -5.55029 -0.36104 -0.30445 0.612
H -6.55800 1.46633 0.96469 0.438